Entry 1:
46
Properties=species:S:1:pos:R:3:forces:R:3 method="wB97M-V/def2-TZVPD" s2=2.059 e_tot_ev=-124274.2801 charge=+1 multiplicity=3 lumo_ev="-3.53 / -8.00" orbital_gap_ev="7.88 / 3.41"
O 0.371345 1.060017 -0.326273 2.8 -3.0 0.8
V 1.456475 -0.013933 0.171977 -2.6 4.5 0.8
C 3.124645 0.029157 3.798457 -1.0 2.3 0.4
C 2.286025 0.095647 2.552957 2.1 -1.7 0.7
O 2.093305 1.152337 1.902457 -0.8 -0.5 -1.0
O 2.002525 -1.031193 2.073657 -1.0 -0.3 -2.1
H 2.778775 0.940747 4.285777 0.4 0.1 0.8
H 4.154065 0.252487 3.518247 0.1 -0.4 0.1
H 2.962735 -0.809873 4.475157 0.2 -0.1 -0.6
Br 2.055245 -1.845573 -1.761953 -0.1 0.1 0.2
C 4.123235 1.999857 -1.009073 0.5 -0.6 -1.0
O 3.131675 1.321147 -0.756673 -1.0 -1.0 0.6
N 4.906875 1.753667 -2.069283 0.2 -2.1 -1.1
C 6.224415 2.346907 -2.156613 0.7 0.8 1.4
C 4.670325 0.607147 -3.019513 -0.8 1.1 -1.1
H 4.446785 2.873157 -0.421833 -0.3 -0.2 0.1
H 6.832775 1.952077 -1.342913 0.3 -0.4 -0.2
H 6.158445 3.401247 -1.888073 -0.1 0.2 -0.5
H 6.770325 2.215137 -3.090803 -0.6 -0.1 -0.1
H 3.623545 0.305167 -3.053693 0.0 0.1 0.5
H 4.837085 0.977587 -4.030983 -0.2 0.8 -0.1
H 5.293275 -0.276523 -3.157953 0.5 -0.1 1.7
C -3.390135 1.273527 -0.256783 -1.2 0.4 -0.6
O -2.351615 1.626227 0.245847 0.3 -0.3 0.0
N -4.558115 1.097197 0.384347 -1.6 -1.6 2.1
C -5.879285 0.898077 -0.140113 0.0 -0.1 -2.8
C -4.695685 1.183747 1.814687 0.9 2.4 0.4
H -3.615675 1.144237 -1.326643 0.7 0.0 -0.4
H -6.477905 1.803117 -0.036853 0.0 0.0 0.0
H -6.486215 0.041887 0.154307 0.5 -0.1 1.2
H -5.796565 0.643037 -1.196623 0.1 0.6 -0.5
H -5.254725 2.100417 2.002507 -0.5 0.1 0.1
H -5.267345 0.397657 2.308007 0.6 -0.4 -0.2
H -3.727585 1.512197 2.192847 0.2 -1.0 0.6
C -1.358125 -2.086543 0.932057 0.4 -1.0 -2.2
O -0.432495 -1.312833 0.632777 -0.2 -0.4 0.4
N -2.127205 -2.725693 -0.004673 0.4 0.0 0.9
C -3.167655 -3.651583 0.497547 1.1 0.1 0.1
C -2.074275 -2.387703 -1.420903 1.0 1.3 0.5
H -1.593235 -2.487763 1.930027 0.3 0.7 0.1
H -3.347765 -4.419903 -0.254333 -0.3 0.3 0.0
H -4.059025 -3.122203 0.834177 -0.1 -0.1 -0.3
H -2.712465 -4.159493 1.347807 -0.3 -0.1 0.1
H -1.749535 -3.127413 -2.152663 -1.1 -0.9 0.4
H -2.973505 -1.806153 -1.624073 0.0 -0.3 -0.7
H -1.207775 -1.740453 -1.556323 -0.3 0.7 0.4

=====

Entry 2:
61
Properties=species:S:1:pos:R:3:forces:R:3 method="wB97M-V/def2-TZVPD" e_tot_ev=-108963.4991 charge=0 lumo_ev=0.22 orbital_gap_ev=10.72
C -0.555667 -3.449285 -0.812633 0.2 -0.8 -0.1
O 0.372065 -3.950830 -1.769244 0.2 -0.3 -0.3
H -0.191012 -3.074786 0.128239 0.9 0.3 0.2
H -1.235630 -2.717706 -1.211290 -0.3 0.4 -0.5
H -1.126205 -4.327499 -0.524112 -0.3 0.0 -0.1
H 1.213236 -3.499709 -1.964138 -0.6 0.4 1.0
C -0.727659 3.878133 -4.002989 0.3 -1.3 -0.6
C -0.293255 4.777827 -2.870702 1.1 1.2 0.8
O -1.308274 4.808475 -1.853426 0.5 -0.5 0.3
S -2.624318 4.432127 -2.589724 -1.8 1.4 -1.3
O -3.016696 5.634011 -3.320501 0.4 -2.2 0.7
O -3.523347 3.786024 -1.699455 0.2 0.1 -0.1
O -1.993194 3.319401 -3.564597 0.1 0.3 0.7
H 0.084493 3.114491 -4.149037 -1.4 0.2 0.1
H -0.972466 4.305476 -4.966672 0.5 0.7 0.0
H -0.084433 5.791748 -3.138669 -0.1 0.7 -0.6
H 0.594977 4.458247 -2.358140 0.3 -0.6 0.1
C 1.172982 -3.690707 6.664751 0.0 0.8 0.4
C 2.481648 -3.268258 7.381999 0.8 -2.1 0.0
O 3.336892 -2.786478 6.316817 0.7 0.3 0.8
S 2.419040 -2.002489 5.310218 -2.1 -0.4 2.5
O 3.023994 -1.907748 4.070113 1.0 -0.3 -2.3
O 1.863224 -0.827136 5.909877 0.2 -0.7 0.0
O 1.345758 -3.223999 5.355760 -0.3 1.6 -2.0
H 0.269855 -3.267222 7.114068 0.2 0.1 0.0
H 1.044843 -4.738371 6.521214 0.1 -0.9 0.4
H 2.976684 -4.182485 7.837446 -0.4 1.4 -0.5
H 2.365654 -2.490077 8.101551 -0.2 0.5 0.5
C -3.311052 2.565956 1.763894 1.0 0.5 0.4
C -2.360976 3.575737 2.512501 -2.4 -0.8 0.8
O -1.730942 2.750168 3.516131 0.2 -0.1 -0.2
S -1.315754 1.405470 2.791439 -1.1 -0.6 0.6
O -1.259701 0.355746 3.758425 -0.1 0.7 -0.8
O -0.241027 1.637447 1.900445 1.1 0.1 -0.2
O -2.600520 1.315716 1.846820 -0.1 -0.7 0.7
H -3.444770 2.727093 0.695089 -0.2 0.5 0.2
H -4.250695 2.512519 2.324787 0.2 -0.3 -0.3
H -2.995129 4.277706 3.060473 0.4 0.1 -0.2
H -1.637700 4.044124 1.917878 1.0 0.6 -0.9
C 1.106301 0.430931 -0.192375 -1.1 0.3 -0.6
C 1.887047 -0.182013 1.009067 0.8 -0.3 -1.3
O 2.594556 -1.247739 0.335748 0.1 -1.7 1.8
S 2.998905 -0.908501 -1.086879 2.7 -1.1 -2.6
O 3.127417 -2.140822 -1.846854 -0.8 1.3 0.9
O 4.120476 -0.014605 -1.166581 -0.8 -0.3 0.5
O 1.708992 -0.147010 -1.453866 -1.8 0.9 0.9
H 1.232650 1.512903 -0.266827 0.0 -0.3 0.1
H 0.000247 0.215859 -0.224540 1.4 -0.1 0.0
H 1.339600 -0.677707 1.809402 -0.2 0.5 -0.2
H 2.716649 0.433149 1.354593 -0.6 0.6 0.4
C -0.056539 -2.720664 -5.435100 1.8 2.0 0.0
C 0.384778 -1.926338 -4.116142 -0.4 -0.5 -1.2
O -0.108817 -0.572620 -4.383438 2.1 -0.4 1.3
S -1.370408 -0.718479 -5.228400 -3.4 0.1 -0.2
O -1.575950 0.466951 -5.966167 0.0 0.5 -0.2
O -2.446970 -1.255862 -4.418095 1.4 0.3 -0.9
O -0.832252 -1.817463 -6.219333 -0.4 0.2 0.3
H -0.621697 -3.507201 -5.121763 -1.6 -2.4 0.6
H 0.707411 -2.999992 -6.144671 0.6 -0.3 0.5
H 1.470477 -1.948229 -3.987956 -0.3 0.5 0.1
H -0.147806 -2.343379 -3.254401 0.3 0.3 -0.3

=====

Entry 3:
44
Properties=species:S:1:pos:R:3:forces:R:3 method="wB97M-V/def2-TZVPD" s2=2.010 e_tot_ev=-85620.3544 charge=+1 multiplicity=3 de_lowest_kcal_mol=4.6 lumo_ev="-2.61 / -5.29" orbital_gap_ev="9.20 / 6.62"
Pd 0.067983 -0.434771 0.335633 -0.9 0.5 -0.4
C 0.162492 0.084594 -2.789551 0.0 0.0 -0.1
N -0.685007 -0.692061 -1.874624 0.2 -0.1 0.3
C -0.644993 -2.113155 -2.256620 0.0 -0.1 0.0
C -2.072746 -0.194080 -1.907207 -0.2 0.1 0.2
C -2.792766 -0.449453 -0.590493 0.0 0.0 -0.3
N -2.100212 0.197040 0.529350 0.6 -0.5 0.3
C -2.290753 1.647735 0.567277 0.1 0.2 0.0
C -2.453159 -0.403344 1.825295 -0.2 0.0 0.2
H -0.191410 -0.001648 -3.822975 0.0 0.0 0.0
H 1.182451 -0.295253 -2.747429 0.0 0.0 0.0
H 0.154656 1.136797 -2.506525 0.0 0.0 0.0
H -1.029024 -2.248497 -3.273222 0.0 0.1 0.0
H -1.244528 -2.703024 -1.566772 0.0 0.0 0.0
H 0.378001 -2.475775 -2.204919 0.0 0.0 0.0
H -2.629937 -0.679307 -2.714613 0.0 0.0 0.0
H -2.058551 0.874258 -2.121836 0.0 0.0 0.0
H -2.826074 -1.522486 -0.397389 0.0 0.0 0.1
H -3.822987 -0.084035 -0.663600 0.0 -0.1 0.0
H -3.333823 1.896966 0.788359 0.0 -0.1 0.0
H -2.018710 2.095047 -0.386751 0.0 0.0 0.0
H -1.653670 2.068091 1.343148 0.0 0.0 0.0
H -3.511392 -0.247558 2.061644 0.0 0.0 -0.1
H -1.846032 0.052917 2.605112 0.0 0.0 0.0
H -2.256021 -1.474989 1.807810 0.0 0.0 0.0
N 0.633432 -2.426900 0.402764 -0.2 0.2 0.2
C 0.027634 -3.204825 1.083939 0.2 0.0 0.4
N -0.590107 -4.101852 1.659538 -0.2 -0.2 -0.9
C -0.969145 -4.471697 2.853015 0.0 0.1 0.6
N -1.363569 -4.837884 3.875745 0.1 0.1 -0.1
C 2.605963 2.521617 0.818530 -0.1 -0.1 0.3
As 2.170340 1.139296 2.103004 0.8 0.2 0.1
C 2.700515 1.613808 3.892524 0.0 0.0 -0.2
C 3.144875 -0.428025 1.522719 -0.1 0.2 0.2
O 0.520608 0.876191 2.061617 -0.4 -0.5 -0.6
H 3.663390 2.777280 0.852139 0.0 0.0 0.0
H 2.005993 3.407263 1.017352 0.0 0.0 0.1
H 2.354051 2.134184 -0.168548 0.0 0.0 0.0
H 3.763463 1.846353 3.926426 0.0 0.0 0.0
H 2.486070 0.774615 4.551766 0.0 0.0 -0.1
H 2.123615 2.474994 4.223533 0.0 0.0 -0.1
H 4.214326 -0.237074 1.606360 0.0 0.0 0.0
H 2.889457 -0.636322 0.484216 0.1 0.0 0.0
H 2.875304 -1.289105 2.130186 -0.1 0.0 0.0